The following is a DFT calculation (wB97M-V/def2-TZVPD) of a structure of composition C31H38N3NiOS at a distorted geometry.

Calculated values
ΔE to the lowest compared entry with this formula, charge and spin, eV: 3.351
E_HOMO (spin up / spin down), eV: -2.880 / -2.915
Charge: -1
Multiplicity: 3
Energy, hartree: -3350.08575
LUMO energy (spin up / spin down), eV: 2.78 / 2.05

Element x y z (Å)
Ni -0.206 0.024 -0.496
C -1.303 1.903 -3.020
C -2.218 0.725 -2.885
C -3.257 0.482 -3.783
C -4.026 -0.646 -3.634
C -3.777 -1.535 -2.575
C -4.458 -2.772 -2.437
C -4.030 -3.696 -1.476
C -3.057 -3.392 -0.576
C -2.435 -2.031 -0.455
S -0.071 -3.356 0.501
C -2.753 -1.172 -1.671
N -1.989 -0.095 -1.857
H -1.466 2.426 -3.963
H -0.270 1.561 -2.952
H -1.457 2.596 -2.191
H -3.428 1.167 -4.604
H -4.813 -0.882 -4.343
H -5.237 -3.030 -3.145
H -4.469 -4.689 -1.473
H -2.697 -4.128 0.133
N 2.106 1.117 2.900
C 1.295 1.076 1.804
O 0.461 0.190 1.688
C 1.442 2.160 0.774
C 1.307 1.511 -0.616
H 2.114 0.302 3.490
H 2.928 1.694 2.889
H 2.381 2.712 0.940
H 0.616 2.862 0.929
H 2.251 0.972 -0.804
H 1.266 2.311 -1.367
C -0.939 -4.777 -4.778
C -0.366 -3.679 -3.916
C 0.648 -2.856 -4.392
C 1.159 -1.833 -3.601
C 2.246 -0.919 -4.109
C 0.636 -1.644 -2.332
C -0.399 -2.434 -1.839
C -0.874 -3.469 -2.642
N -0.893 -2.143 -0.494
C -3.117 -1.355 0.866
C -3.151 0.190 0.841
C -3.871 0.756 2.069
C -5.323 0.277 2.070
C -5.336 -1.248 2.117
C -4.649 -1.731 3.394
C -3.204 -1.233 3.395
C -3.177 0.294 3.348
C -2.453 -1.795 2.180
C -4.595 -1.814 0.901
H -0.332 -4.933 -5.670
H -1.953 -4.514 -5.094
H -0.999 -5.716 -4.225
H 1.048 -3.019 -5.389
H 2.470 -1.119 -5.157
H 3.162 -1.045 -3.528
H 1.934 0.122 -4.008
H 1.033 -0.855 -1.684
H -1.648 -4.119 -2.266
H -3.681 0.541 -0.048
H -2.133 0.587 0.809
H -3.854 1.850 2.013
H -5.835 0.623 1.165
H -5.857 0.690 2.934
H -6.371 -1.607 2.098
H -4.663 -2.825 3.427
H -5.185 -1.362 4.278
H -2.702 -1.578 4.305
H -2.140 0.635 3.344
H -3.674 0.720 4.228
H -2.424 -2.883 2.241
H -1.429 -1.439 2.204
H -5.100 -1.497 -0.020
H -4.647 -2.903 0.942